Entry w
The following is a DFT calculation (ωB97M-V with the def2-TZVPD basis set) of a 2-piece molecular cluster, C3H10NSi overall.

XYZ file:
```
15
Properties=species:S:1:pos:R:3:lowdin_charge:R:1
Si 0.91 0.86 1.09 0.82
N -0.20 -1.12 -0.43 -0.05
C 1.22 -0.51 -0.35 -0.24
C -1.03 0.08 -0.74 -0.22
C -0.99 1.00 0.50 -0.24
H 1.11 -0.09 2.10 -0.04
H -2.07 -0.14 -0.95 0.13
H -0.46 -1.32 0.52 0.13
H 1.80 1.90 0.74 -0.05
H -1.55 0.71 1.41 0.08
H -0.44 -1.79 -1.14 0.17
H -1.36 2.01 0.35 0.08
H -0.66 0.39 -1.75 0.15
H 2.28 -1.52 0.10 0.22
H 1.43 -0.47 -1.45 0.07
```

For the orbital gap, the calculation gives 11.57 eV. The charge is +1.

=====

Entry x
The following is a DFT calculation (ωB97M-V with the def2-TZVPD basis set) of an isolated ion of composition C3H10NSi and charge +1.

XYZ file:
```
15
Properties=species:S:1:pos:R:3:lowdin_charge:R:1
Si -1.93 -0.76 0.12 0.75
N -0.16 1.38 0.09 0.15
C 2.24 -0.64 -0.07 0.04
C 1.00 -0.54 -0.46 -0.23
C -0.17 -0.05 0.40 -0.50
H 0.81 1.64 0.19 0.16
H 2.94 -1.07 -0.78 0.08
H -0.37 1.49 -0.89 0.15
H 0.79 -0.82 -1.49 0.11
H 2.80 -0.32 0.82 0.09
H -2.81 0.37 0.77 -0.04
H -2.09 -0.42 -1.40 -0.02
H -2.49 -1.95 0.78 -0.06
H -0.95 1.89 0.52 0.16
H 0.39 -0.22 1.41 0.16
```

For the orbital gap, the calculation gives 11.34 eV. Its SMILES is C=C[C@@H]([NH3+])[SiH3]. The charge is +1.

=====

It turns out entry x is the most stable, with the second structure 13.9 kcal/mol higher.

=====

Entry w
The following is a DFT calculation (ωB97M-V with the def2-TZVPD basis set) of a 2-piece molecular cluster, C10H11NO3 overall.

XYZ file:
```
25
Properties=species:S:1:pos:R:3:lowdin_charge:R:1
O 0.60 -0.40 -1.03 -0.05
O -2.10 -2.66 -0.01 0.03
O -0.33 1.57 -1.63 0.08
N -1.16 -1.31 3.66 0.15
C -2.86 0.76 1.05 0.04
C 0.64 0.93 -1.19 -0.40
C -0.91 -3.10 0.55 -0.08
C 2.02 1.39 -0.77 -0.24
C -2.06 -0.08 1.67 -0.07
C 2.80 0.57 -0.09 0.08
C -1.12 -1.76 -0.07 -0.15
C -0.58 -1.07 -1.33 -0.10
C 2.40 2.86 -0.88 -0.05
C -1.52 -0.70 2.73 -0.28
H 1.59 3.44 -0.55 0.05
H -3.41 1.27 1.76 0.04
H -0.20 -1.82 -2.02 0.14
H 3.24 3.11 -0.33 0.05
H -3.17 0.68 -0.02 0.09
H -1.30 -0.24 -1.74 0.16
H -0.39 -3.89 0.04 0.11
H 2.43 -0.40 0.17 0.06
H 3.80 0.88 0.45 0.12
H 2.42 3.20 -2.02 0.13
H -0.86 -3.22 1.61 0.09
```

For the orbital gap (alpha / beta), the calculation gives 7.76 / 8.49 eV.

=====

Entry x
The following is a DFT calculation (ωB97M-V with the def2-TZVPD basis set) of an isolated molecule of C10H11NO3.

XYZ file:
```
25
Properties=species:S:1:pos:R:3:lowdin_charge:R:1
O 0.10 0.05 1.17 0.06
O 2.54 -0.36 -0.62 0.09
O 4.78 -1.01 1.34 0.07
N -1.11 2.49 -1.14 0.04
C -1.85 1.77 -2.16 -0.22
C 1.31 -0.34 1.58 -0.20
C -0.43 1.91 -0.30 0.01
C -0.26 0.47 -0.06 -0.36
C -1.88 0.25 -1.95 -0.19
C 3.62 -0.74 1.65 -0.36
C -1.63 -0.10 -0.52 -0.14
C 2.50 -0.45 0.82 -0.07
C 3.05 -0.92 3.06 -0.07
C 1.60 -0.56 2.89 0.05
H 1.08 -0.65 3.75 0.09
H -0.99 -0.29 -2.49 0.16
H 3.20 -1.94 3.44 0.14
H 3.38 -0.17 -0.87 0.05
H -1.69 -1.22 -0.52 0.14
H -2.98 2.22 -2.13 0.15
H 3.39 -0.14 3.67 0.11
H -2.29 0.23 0.26 0.13
H -1.36 2.05 -3.16 0.13
H 0.50 0.31 -0.76 0.12
H -2.84 -0.09 -2.21 0.09
```

For the orbital gap (alpha / beta), the calculation gives 8.10 / 6.55 eV.

=====

It turns out entry x is the most stable, with the second structure 47.8 kcal/mol higher.

=====

Entry w
The following is a DFT calculation (ωB97M-V with the def2-TZVPD basis set) of a 3-piece molecular cluster, C3H12N2O2 overall.

XYZ file:
```
19
Properties=species:S:1:pos:R:3:lowdin_spin:R:1
O 3.74 -1.26 0.65 0.43
O -3.55 1.76 -0.59 0.00
N -0.08 -2.11 0.73 0.05
N -1.18 -0.18 -0.02 0.00
C 0.09 0.54 -0.02 0.06
C -0.04 1.90 -0.65 0.02
C -1.15 -1.41 0.28 0.04
H -2.02 -2.03 0.07 0.00
H 0.83 -0.03 -0.60 0.03
H 0.78 -1.65 0.99 0.05
H -0.57 1.89 -1.59 0.00
H -3.40 1.41 -1.47 0.00
H -0.11 -3.11 0.83 0.04
H 4.21 -2.04 0.32 0.13
H 0.93 2.38 -0.76 0.01
H -2.86 1.34 -0.05 0.00
H -0.56 2.60 0.01 0.00
H 0.51 0.59 0.99 0.03
H 4.42 -0.60 0.89 0.12
```

The expectation value of S² is 0.750. The multiplicity is 2. For the orbital gap (alpha / beta), the calculation gives 2.59 / 9.54 eV. The charge is -1.

=====

Entry x
The following is a DFT calculation (ωB97M-V with the def2-TZVPD basis set) of a 3-piece molecular cluster, C3H12N2O2 overall.

XYZ file:
```
19
Properties=species:S:1:pos:R:3:lowdin_spin:R:1
O 2.69 -0.49 1.01 0.14
O 0.20 1.72 1.64 0.33
N -0.80 0.23 -0.67 0.02
N -0.83 2.33 -1.67 0.02
C -0.55 1.08 -1.68 0.04
C -0.52 -1.20 -0.85 0.01
C -0.79 -1.87 0.48 0.07
H 2.67 -1.13 1.73 0.05
H 0.59 1.83 2.54 0.13
H -0.53 -2.92 0.52 0.01
H -0.11 0.57 -2.54 0.00
H 0.53 -1.33 -1.10 0.01
H -0.25 -1.36 1.29 0.04
H -0.80 0.42 0.32 0.02
H 2.08 0.22 1.27 0.04
H -0.69 2.70 -2.60 0.00
H -1.85 -1.79 0.72 0.01
H -1.11 -1.61 -1.67 0.00
H 0.08 2.61 1.29 0.07
```

The expectation value of S² is 0.750. The multiplicity is 2. For the orbital gap (alpha / beta), the calculation gives 2.85 / 9.06 eV. The charge is -1.

=====

It turns out entry w is the most stable, with the second structure 2.7 kcal/mol higher.